Formula: C15H31CuF6N6O12S6
Source: the OMol25 dataset
Level of theory: ωB97M-V with the def2-TZVPD basis set

Output
E ... -175516.694 eV
E_LUMO ... -0.7134 eV
ΔE to the lowest compared entry with this formula, charge and spin ... 0.00 kJ/mol
Gap between HOMO and LUMO ... 0.3204 hartree

```
77
Properties=species:S:1:pos:R:3:lowdin_charge:R:1
Cu 3.858 13.071 -21.244 0.373
S 5.710 10.810 -22.719 0.589
S 5.345 15.568 -19.535 0.606
S 4.125 11.354 -24.280 0.395
S 2.271 11.188 -18.822 0.592
S 3.496 16.488 -20.549 0.406
S 1.161 13.241 -19.256 0.456
F 2.943 12.466 -24.523 -0.230
F 6.105 11.474 -21.318 -0.190
F 1.056 14.476 -20.271 -0.192
F 2.370 16.161 -21.649 -0.201
F 3.233 10.274 -19.721 -0.210
F 5.874 14.016 -19.483 -0.219
O 1.473 13.928 -17.996 -0.254
O 1.136 10.307 -18.686 -0.257
O 4.880 11.503 -25.498 -0.262
O 4.270 17.531 -21.207 -0.280
O 5.044 15.844 -18.133 -0.221
O 5.158 9.546 -22.321 -0.230
O 3.217 11.371 -17.708 -0.253
O 3.381 10.120 -24.198 -0.274
O 2.711 16.826 -19.378 -0.245
O -0.192 12.685 -19.307 -0.296
O 7.023 10.859 -23.363 -0.251
O 6.495 16.209 -20.142 -0.286
N 4.089 15.129 -20.520 -0.304
N -0.309 9.194 -24.086 -0.195
N 4.592 12.063 -23.059 -0.267
N 7.286 16.033 -23.571 -0.044
N 6.157 15.712 -25.545 -0.060
N 2.221 12.404 -19.969 -0.310
C -4.204 9.889 -27.444 -0.091
C 5.521 14.986 -24.584 -0.002
C 5.840 15.846 -26.993 -0.146
C -0.013 8.531 -22.686 -0.083
C 6.271 14.587 -27.769 -0.053
C -2.192 9.642 -25.847 -0.199
C 0.510 8.637 -25.224 0.006
C -1.826 9.056 -24.462 -0.101
C 8.311 16.358 -22.595 0.003
C 0.772 10.811 -22.377 -0.136
C 6.234 15.108 -23.393 0.024
C -3.721 9.445 -26.009 -0.228
C 1.080 9.359 -22.084 -0.167
C 7.288 16.256 -24.981 0.045
C 0.112 10.712 -23.775 -0.047
H 5.765 13.681 -27.436 0.073
H 8.024 16.730 -25.614 0.152
H 7.933 17.197 -22.010 0.099
H -0.837 11.248 -23.772 0.117
H 4.621 14.439 -24.823 0.124
H -2.351 9.628 -23.697 0.132
H 0.205 7.468 -22.784 0.134
H 7.353 14.456 -27.785 0.083
H -5.207 9.546 -27.698 0.066
H -3.565 9.350 -28.143 0.064
H -0.835 8.533 -21.969 0.136
H -4.003 8.413 -25.800 0.110
H 1.121 9.351 -20.995 0.107
H 0.700 11.173 -24.569 0.111
H 8.519 15.490 -21.970 0.110
H -4.183 10.958 -27.656 0.072
H -1.812 10.646 -26.035 0.123
H 0.407 9.343 -26.048 0.099
H 1.958 8.957 -22.589 0.109
H -1.891 7.969 -24.417 0.134
H 6.397 16.675 -27.431 0.117
H 5.935 14.662 -22.455 0.102
H 0.190 7.662 -25.591 0.108
H -0.008 11.200 -21.724 0.116
H -4.184 10.088 -25.260 0.104
H -1.676 9.021 -26.580 0.098
H 9.178 16.653 -23.186 0.098
H 4.803 16.178 -27.047 0.131
H 1.554 8.548 -24.922 0.094
H 1.576 11.544 -22.309 0.090
H 5.989 14.717 -28.814 0.078
```

Formula: C15H31FP2Pd
Source: the OMol25 dataset
Level of theory: ωB97M-V with the def2-TZVPD basis set

Output
E ... -40824.151 eV
E_LUMO (spin up / spin down) ... 0.2872 / -0.9076 eV
ΔE to the lowest compared entry with this formula, charge and spin ... 148.48 kJ/mol
2S+1 ... 3
<S²> ... 2.02
Gap between HOMO and LUMO (spin up / spin down) ... 0.2582 / 0.2338 hartree

```
50
Properties=species:S:1:pos:R:3:lowdin_charge:R:1
Pd 2.963 2.019 0.128 0.929
P -1.628 -0.144 -1.270 0.805
P -0.228 -1.583 1.495 0.887
F 4.546 1.821 1.201 -0.590
C 0.025 2.131 -0.752 -0.177
C -1.981 -1.914 0.924 -0.365
C 0.468 -3.177 0.993 -0.238
C 1.498 -0.602 -0.702 -0.286
C -2.187 -1.762 -0.581 -0.391
C 1.240 0.231 -1.977 -0.247
C -2.183 -0.379 -2.961 -0.265
C -0.339 1.453 0.561 -0.294
C -3.014 0.837 -0.648 -0.248
C 2.198 -0.176 0.596 -0.267
C 0.524 1.244 1.841 -0.260
C -0.521 -1.890 3.275 -0.246
C 3.159 3.656 -0.890 -0.292
C 1.499 0.079 1.849 -0.220
C 0.394 1.527 -1.943 -0.185
H 3.451 4.490 -0.221 -0.003
H 0.513 -1.072 -0.502 -0.004
H 0.665 2.179 -2.797 0.106
H -2.070 -2.981 1.169 0.070
H 3.164 -0.707 0.787 0.095
H -3.262 -1.675 -0.782 0.065
H -0.311 1.155 2.632 0.120
H 2.091 -0.033 2.811 0.131
H 0.406 -3.368 -0.096 0.058
H 3.996 3.566 -1.610 -0.006
H 2.272 3.979 -1.450 -0.029
H 0.813 -0.549 -2.704 0.113
H 2.241 0.540 -2.408 0.116
H -3.872 0.332 -1.139 0.040
H -1.277 1.954 0.968 0.116
H 2.027 -1.484 -1.098 0.110
H -0.175 -3.901 1.546 0.047
H 1.094 2.204 2.019 0.111
H -1.690 -1.286 -3.375 0.054
H -1.336 -1.206 3.620 0.058
H 1.511 -3.230 1.331 0.058
H -3.147 0.830 0.447 0.052
H -0.857 -2.952 3.250 0.040
H -0.643 0.390 0.283 -0.040
H -2.910 1.863 -1.010 0.056
H -3.271 -0.555 -2.766 0.036
H 0.436 -1.740 3.816 0.050
H -1.733 -2.574 -1.177 0.088
H 0.101 3.229 -0.680 0.099
H -1.975 0.546 -3.531 0.054
H -2.684 -1.312 1.529 0.087
```

Formula: C15H31FeIP2
Source: the OMol25 dataset
Level of theory: ωB97M-V with the def2-TZVPD basis set

Output
E ... -77113.541 eV
E_LUMO (spin up / spin down) ... 0.4084 / 0.2525 eV
2S+1 ... 5
<S²> ... 6.22
Gap between HOMO and LUMO (spin up / spin down) ... 0.1713 / 0.2152 hartree

```
50
Properties=species:S:1:pos:R:3:lowdin_charge:R:1
I -0.422 2.021 3.735 0.368
Fe 0.289 0.528 1.231 0.010
P 1.696 2.253 -0.131 0.772
P -1.797 0.817 2.003 0.382
C -2.140 -0.604 3.064 -0.372
C -0.815 -2.445 0.507 -0.136
C 0.351 -3.402 0.532 -0.188
C -0.374 -1.634 -2.765 -0.192
C 1.680 3.266 1.361 -0.302
C -3.433 1.574 1.833 -0.298
C -1.247 -2.671 -2.037 -0.180
C 1.966 3.405 -1.512 -0.197
C 1.512 -1.852 -1.073 -0.114
C 3.239 1.327 -0.144 -0.229
C 0.090 1.367 -0.705 -0.406
C -1.306 1.050 -0.046 -0.349
C 1.294 -3.315 -0.704 -0.181
C 0.827 -1.150 -2.001 -0.182
C -1.522 -2.181 -0.608 -0.128
H -3.706 2.228 2.670 0.042
H 2.477 2.818 -2.283 0.056
H 1.256 -0.255 -2.508 0.110
H 2.579 4.213 -1.072 0.062
H 2.640 3.827 1.409 0.059
H 0.968 -3.242 1.432 0.103
H -1.196 -2.190 1.510 0.057
H -0.997 -0.758 -3.003 0.109
H 3.979 2.141 -0.007 0.062
H 3.324 0.567 0.655 0.043
H -3.015 -1.174 2.741 0.040
H -0.175 1.973 -1.588 0.086
H 3.239 0.834 -1.132 0.049
H 2.417 -1.415 -0.628 0.085
H 1.023 3.784 -1.917 0.053
H 2.293 -3.767 -0.465 0.119
H 1.448 2.687 2.314 -0.120
H -1.329 -1.332 3.024 0.010
H -3.587 2.151 0.917 0.031
H 0.559 0.444 -1.042 -0.011
H 0.882 -3.896 -1.563 0.097
H -1.863 0.212 -0.537 0.051
H -2.566 -1.842 -0.457 0.108
H -0.782 -3.684 -2.067 0.100
H -4.175 0.772 1.702 0.041
H -1.860 2.014 -0.151 0.058
H -0.016 -4.445 0.569 0.118
H -2.220 -0.246 4.101 0.012
H -0.075 -2.016 -3.753 0.116
H 0.832 3.961 1.131 0.064
H -2.240 -2.716 -2.541 0.114
```

Formula: C15H31IP2Sr
Source: the OMol25 dataset
Level of theory: ωB97M-V with the def2-TZVPD basis set

Output
E ... -43560.710 eV
E_LUMO (spin up / spin down) ... -0.2423 / -0.3613 eV
ΔE to the lowest compared entry with this formula, charge and spin ... 318.84 kJ/mol
Gap between HOMO and LUMO (spin up / spin down) ... 0.1557 / 0.1476 hartree

```
50
Properties=species:S:1:pos:R:3:lowdin_charge:R:1
I -4.509 -1.907 0.980 0.399
Sr -3.248 0.845 1.269 0.668
P -1.714 0.454 -1.281 0.841
P 0.636 1.086 1.684 0.867
C 2.248 1.869 2.051 -0.248
C 3.290 -1.415 -0.593 -0.224
C 2.840 -0.809 0.662 -0.166
C -3.473 0.700 -1.593 -0.410
C -1.018 1.966 -0.433 -0.445
C 0.267 -2.064 -0.883 -0.212
C -0.432 1.738 2.986 -0.288
C 1.501 -0.115 -1.889 -0.204
C 0.459 -1.086 -1.996 -0.155
C -3.052 -2.816 2.456 -0.588
C 0.437 1.647 -0.027 -0.393
C 1.547 -0.856 1.170 -0.329
C 0.236 -1.483 0.551 -0.212
C -1.137 1.206 -2.918 -0.254
C 2.869 -0.730 -1.931 -0.184
H -1.609 2.392 0.426 -0.007
H -0.128 -2.267 1.250 0.108
H -3.625 0.226 -2.573 0.059
H 0.099 2.601 3.418 0.040
H 0.960 0.781 -0.618 0.041
H -0.982 2.747 -1.202 0.071
H 2.646 1.470 2.995 0.056
H 3.629 -0.595 1.384 0.092
H 2.866 -1.555 -2.671 0.111
H -0.659 -2.637 -1.045 0.114
H 1.515 -1.022 2.269 0.090
H 4.410 -1.402 -0.524 0.116
H -3.593 1.828 -1.657 0.064
H 1.521 0.763 -2.531 0.082
H -0.617 -0.722 0.570 0.001
H -0.188 -1.219 -2.912 0.114
H 2.126 2.958 2.161 0.049
H -1.419 2.133 2.654 -0.050
H -2.469 -3.401 1.745 -0.058
H -0.548 0.990 3.790 0.050
H -2.415 -2.140 3.067 -0.027
H -0.090 1.542 -2.922 0.036
H -3.677 -3.437 3.097 -0.042
H 1.057 2.550 -0.135 0.090
H 2.964 -2.475 -0.661 0.099
H -1.750 2.098 -3.105 0.049
H 3.620 0.011 -2.244 0.109
H 1.056 -2.808 -0.944 0.102
H -4.152 0.171 -0.849 -0.115
H -1.276 0.511 -3.753 0.049
H 2.982 1.678 1.257 0.044
```

Which formula does entry 1 have?
C15H31CuF6N6O12S6